{"formula": "C28H46Cl24N2O", "method": "wB97M-V/def2-TZVPD", "symbols": ["C", "O", "C", "C", "C", "C", "C", "C", "C", "C", "C", "C", "C", "N", "C", "C", "N", "C", "C", "H", "H", "H", "H", "H", "H", "H", "H", "H", "H", "H", "H", "H", "H", "H", "H", "H", "H", "H", "H", "H", "H", "C", "Cl", "Cl", "H", "H", "C", "Cl", "Cl", "H", "H", "C", "Cl", "Cl", "H", "H", "C", "Cl", "Cl", "H", "H", "C", "Cl", "Cl", "H", "H", "C", "Cl", "Cl", "H", "H", "C", "Cl", "Cl", "H", "H", "C", "Cl", "Cl", "H", "H", "C", "Cl", "Cl", "H", "H", "C", "Cl", "Cl", "H", "H", "C", "Cl", "Cl", "H", "H", "C", "Cl", "Cl", "H", "H"], "positions_angstrom": [[-6.727, 8.460, 6.498], [-6.028, 7.264, 6.222], [-4.683, 7.494, 5.850], [-4.002, 6.187, 5.481], [-3.400, 5.426, 6.685], [-1.862, 5.526, 6.785], [-1.155, 4.207, 7.114], [-1.267, 3.084, 6.067], [-0.799, 3.457, 4.654], [0.678, 3.229, 4.391], [1.105, 3.219, 3.026], [2.417, 3.052, 2.698], [3.401, 2.884, 3.709], [4.706, 2.731, 3.334], [5.528, 2.615, 4.346], [5.124, 2.612, 5.703], [3.877, 2.723, 6.077], [2.989, 2.880, 5.053], [1.617, 3.050, 5.363], [-6.806, 8.642, 7.576], [-7.734, 8.408, 6.084], [-6.208, 9.321, 6.062], [-4.689, 8.147, 4.961], [-4.136, 8.054, 6.623], [-3.223, 6.434, 4.755], [-4.753, 5.568, 4.993], [-3.722, 4.384, 6.614], [-3.856, 5.833, 7.590], [-1.442, 6.027, 5.908], [-1.646, 6.200, 7.622], [-0.114, 4.428, 7.365], [-1.623, 3.829, 8.031], [-2.313, 2.770, 6.028], [-0.678, 2.239, 6.430], [-1.364, 2.899, 3.904], [-0.993, 4.518, 4.457], [0.361, 3.345, 2.256], [2.773, 3.078, 1.679], [6.586, 2.523, 4.127], [5.884, 2.512, 6.472], [1.334, 3.038, 6.408], [0.408, 0.983, -0.960], [1.249, 1.805, 0.365], [-0.415, -0.474, -0.404], [-0.331, 1.659, -1.377], [1.133, 0.705, -1.716], [3.530, -1.092, 0.115], [3.636, -2.513, 1.159], [2.935, -1.511, -1.503], [2.846, -0.381, 0.562], [4.518, -0.657, 0.016], [-2.235, -1.791, -3.722], [-1.725, -0.134, -3.372], [-2.344, -2.096, -5.456], [-1.508, -2.473, -3.294], [-3.210, -1.952, -3.277], [7.969, -0.794, 3.421], [6.340, -0.966, 2.762], [8.146, 0.664, 4.408], [8.184, -1.655, 4.042], [8.670, -0.736, 2.597], [3.355, -4.298, -4.070], [3.251, -6.052, -4.281], [2.180, -3.447, -5.078], [3.156, -4.065, -3.030], [4.352, -3.974, -4.345], [-3.461, -1.915, -9.479], [-3.637, -3.658, -9.734], [-4.626, -0.989, -10.437], [-3.625, -1.701, -8.431], [-2.461, -1.622, -9.772], [-1.719, 1.566, -8.335], [-0.577, 0.256, -8.665], [-3.273, 0.972, -7.740], [-1.287, 2.213, -7.580], [-1.890, 2.117, -9.253], [2.726, -9.347, -5.338], [3.485, -10.437, -4.169], [2.945, -9.911, -7.000], [1.665, -9.290, -5.123], [3.171, -8.365, -5.241], [-3.237, 4.734, 2.222], [-2.230, 3.388, 1.687], [-4.707, 4.166, 3.012], [-2.667, 5.322, 2.933], [-3.509, 5.339, 1.365], [5.293, -9.322, -10.232], [5.882, -7.693, -9.879], [5.161, -9.605, -11.973], [5.988, -10.041, -9.815], [4.313, -9.443, -9.786], [-1.192, -10.218, -4.865], [-0.576, -8.591, -4.531], [-1.328, -10.522, -6.597], [-0.506, -10.940, -4.437], [-2.173, -10.313, -4.415], [-3.875, -6.740, -3.288], [-3.253, -5.121, -2.941], [-4.029, -7.031, -5.022], [-3.187, -7.468, -2.873], [-4.852, -6.838, -2.831]], "forces_ev_per_angstrom": [[0.12, 0.21, 0.16], [0.03, -0.12, 0.15], [0.04, 0.42, -0.62], [-0.19, 0.16, 0.71], [-0.07, 0.10, -0.56], [-0.21, 0.16, 0.60], [-0.26, -0.02, 0.01], [0.06, 0.53, 0.04], [0.37, -0.24, 0.34], [-0.03, 0.02, -0.49], [0.21, 0.14, 0.50], [0.19, 0.25, 0.38], [-0.23, -0.07, -0.57], [-0.21, 0.12, 0.77], [0.39, 0.15, -0.29], [-0.14, -0.02, 0.09], [0.21, 0.09, -0.33], [-0.14, -0.06, 0.29], [-0.20, 0.00, 0.18], [0.05, -0.09, -0.02], [0.05, -0.11, -0.03], [-0.13, -0.01, -0.07], [0.00, -0.01, 0.05], [-0.04, -0.20, 0.13], [0.01, -0.16, -0.01], [0.13, 0.25, 0.03], [0.15, -0.02, 0.09], [0.02, -0.16, 0.04], [0.00, -0.21, -0.08], [0.15, 0.05, -0.13], [0.01, -0.08, -0.11], [0.16, 0.00, 0.04], [0.06, -0.08, -0.06], [-0.20, -0.13, -0.08], [0.15, 0.04, 0.32], [-0.12, -0.06, -0.01], [0.00, 0.10, 0.00], [0.06, 0.06, 0.04], [-0.27, 0.09, -0.09], [-0.08, -0.04, 0.02], [0.15, -0.01, 0.00], [-0.06, 0.03, -0.22], [-0.27, -0.41, -0.64], [0.12, -0.07, 0.35], [-0.03, 0.02, 0.10], [0.03, -0.06, 0.06], [0.06, 0.03, 0.09], [-0.02, 0.01, -0.01], [0.04, 0.06, -0.06], [-0.08, -0.06, -0.02], [0.02, -0.07, -0.04], [0.00, -0.11, 0.08], [-0.14, 0.10, -0.31], [0.01, -0.05, -0.02], [0.07, 0.06, -0.05], [-0.03, 0.08, -0.05], [0.07, -0.06, -0.07], [0.02, -0.02, 0.04], [0.32, -0.29, 0.05], [-0.07, 0.03, 0.05], [-0.03, 0.07, -0.01], [0.01, 0.10, 0.05], [0.03, 0.07, 0.10], [0.01, 0.05, 0.05], [-0.06, -0.05, -0.01], [-0.01, -0.05, -0.08], [0.00, -0.10, -0.02], [0.03, 0.00, 0.02], [0.02, 0.00, -0.01], [-0.07, -0.02, 0.00], [-0.01, -0.01, -0.05], [-0.01, 0.12, 0.02], [0.02, 0.01, 0.00], [0.04, 0.15, 0.08], [0.01, -0.07, 0.04], [-0.02, -0.08, -0.04], [-0.04, 0.04, 0.04], [-0.02, 0.03, 0.04], [-0.03, 0.02, -0.04], [0.18, -0.11, -0.09], [0.12, -0.14, -0.10], [0.01, 0.10, 0.09], [-0.17, -0.03, -0.59], [-0.10, -0.26, -0.35], [-0.01, -0.05, 0.05], [-0.03, -0.10, -0.05], [-0.03, -0.04, 0.04], [-0.01, -0.02, 0.07], [-0.01, -0.06, 0.01], [0.06, 0.04, -0.05], [-0.02, 0.09, -0.04], [-0.03, -0.09, 0.01], [-0.21, 0.09, 0.14], [0.00, -0.02, 0.02], [0.05, 0.04, -0.04], [-0.02, 0.07, -0.05], [-0.03, -0.09, 0.01], [0.02, 0.00, 0.06], [-0.01, -0.04, 0.01], [0.08, 0.05, -0.05], [-0.02, 0.07, -0.04]], "homo_ha": -0.3272, "homo_lumo_gap_ev": 8.93, "charge": 0, "e_tot_ev": -335347.342, "max_force_ev_per_a": 0.8, "lumo_energy_ev": 0.0}